Entry 1:
Computed, not measured: C11H21F5GaIO2P2 as an isolated structure in a non-equilibrium geometry, with ωB97M-V with the def2-TZVPD basis set.

Properties
**Highest occupied orbital energy (spin up / spin down)**: -15.607 / -15.607 eV
**Charge**: +2
**Spin multiplicity**: 1

Geometry (Å):
P: -0.354 0.383 2.402
H: 0.164 2.712 2.872
C: -2.106 0.572 2.818
H: 2.317 0.874 -3.253
P: 0.201 -0.103 -2.556
H: 0.459 -2.507 -2.530
C: -3.177 0.460 -0.424
F: 4.308 -0.905 0.897
C: 2.339 0.263 0.151
H: 1.067 2.119 -2.968
H: -4.251 0.206 -0.541
C: 0.127 -1.114 3.303
F: 2.949 1.485 0.217
O: 0.196 -2.614 -0.118
C: 1.258 1.126 -3.398
H: 0.684 -1.801 -4.174
H: -2.092 -0.787 -2.967
H: -3.075 1.158 0.428
C: 0.905 -1.683 -3.102
H: 0.156 -0.898 4.381
C: -2.409 -0.722 -0.207
H: 1.592 1.663 3.080
I: 0.158 3.027 -0.303
H: -2.826 0.989 -1.330
F: 2.708 -0.297 -1.091
H: -2.484 1.520 2.414
H: 1.020 1.124 -4.471
C: -1.400 -0.056 -3.402
C: 0.129 -1.458 -0.124
F: 2.981 -0.118 2.447
H: 1.992 -1.689 -2.949
H: -0.599 -1.913 3.108
H: -1.229 -0.309 -4.456
H: -2.684 -0.266 2.402
H: -1.832 0.949 -3.333
H: -2.232 0.576 3.911
O: -2.452 -1.897 -0.112
H: 1.114 -1.442 2.973
C: 0.509 1.742 3.251
C: 3.009 -0.656 1.189
H: 0.310 1.655 4.331
Ga: 0.159 0.508 0.008
F: 2.392 -1.873 1.227

Entry 2:
Computed, not measured: C11H21N11OPt as an isolated structure in a non-equilibrium geometry, with ωB97M-V with the def2-TZVPD basis set.

Properties
**Highest occupied orbital energy (spin up / spin down)**: -13.853 / -13.853 eV
**Energy relative to the best compared isomer or geometry (same formula, charge and spin)**: 1.799 eV
**Charge**: +2
**Spin multiplicity**: 1

Geometry (Å):
H: 3.425 1.293 -1.741
C: 0.801 3.253 -2.885
H: -1.778 -4.060 -3.725
C: -1.683 -2.743 0.047
H: 0.947 -1.255 -1.978
C: -0.667 2.124 2.632
H: 2.375 -0.272 -3.367
C: -1.926 1.383 2.635
N: -3.170 0.882 4.824
H: -0.128 0.026 -3.798
H: 2.659 3.694 -1.889
O: 0.000 2.287 1.580
H: 0.670 3.033 3.861
H: 2.071 2.350 0.112
H: -0.733 2.488 -4.109
N: 1.397 2.650 -0.596
C: -0.143 2.111 -3.270
C: -2.648 1.108 3.825
C: 1.951 2.870 -1.966
N: -2.271 -3.708 -0.641
H: 0.919 3.461 -0.197
C: 0.589 0.851 -3.739
H: -2.680 -5.043 -2.632
Pt: -0.629 0.175 -0.710
C: 2.657 1.610 -2.453
H: -1.517 2.559 -1.753
N: -1.015 -1.914 -0.760
N: -2.400 -4.116 -2.930
H: 0.236 4.087 -2.458
C: -2.278 0.981 1.386
N: -0.234 2.597 3.802
H: -0.756 2.452 4.653
N: -1.096 1.734 -2.180
H: 0.708 1.885 -0.685
C: 1.741 0.434 -2.829
H: 1.235 3.634 -3.811
N: -2.304 0.719 0.238
H: -1.872 1.222 -2.596
H: 3.190 1.883 -3.365
H: 1.901 -0.454 -0.945
H: -1.718 -2.665 1.120
N: -1.930 -3.404 -1.871
N: -1.202 -2.349 -2.014
H: 0.963 1.004 -4.752
N: 1.177 -0.316 -1.651

Entry 3:
Computed, not measured: an isolated ion of composition C11H21N4 and charge +1 in a non-equilibrium geometry, with ωB97M-V with the def2-TZVPD basis set.

Properties
**SMILES**: C[C@@]12[C@H]3N4CCN3CC[N@@H+]1CCN2CC4
**Highest occupied orbital energy**: -10.878 eV
**Energy relative to the best compared isomer or geometry (same formula, charge and spin)**: 2.307 eV
**Charge**: +1
**Spin multiplicity**: 1

Geometry (Å):
H: -1.216 -0.824 -1.764
H: -1.261 3.280 -0.180
H: 0.742 -0.177 2.168
C: -0.551 -2.429 0.014
H: -0.282 -2.764 0.991
H: 3.382 -0.839 -0.795
H: -1.082 -3.377 -0.406
H: 2.213 1.007 1.189
H: 1.024 2.722 0.805
C: 0.823 -2.329 -0.756
H: 1.497 -3.044 -0.373
C: -0.786 2.336 -0.600
N: -1.492 1.283 0.130
H: 1.284 3.253 -0.953
H: -1.969 -1.234 0.867
H: -0.100 1.346 2.363
H: -2.793 -1.380 -1.162
H: 3.480 1.430 0.050
H: -3.056 1.187 -1.495
H: 2.989 -1.187 0.946
C: -0.618 0.260 0.549
C: 0.669 0.140 -0.816
H: 0.086 0.150 -1.731
C: -2.463 0.611 -0.630
H: 0.734 -2.510 -1.879
N: -1.198 -1.083 0.161
N: 1.509 1.227 -0.723
N: 1.364 -1.033 -0.534
C: -0.177 0.328 1.993
H: -3.285 0.308 -0.014
C: -1.987 -0.761 -1.063
C: 0.822 2.489 -0.353
H: -0.942 2.467 -1.617
C: 2.685 -0.661 -0.048
H: -0.922 -0.224 2.547
C: 2.588 0.830 0.186

Entry 4:
Computed, not measured: the molecule C11H21N5O5 in a non-equilibrium geometry, with ωB97M-V with the def2-TZVPD basis set.

Properties
**SMILES**: [H]/N=C(/N)NCCC[C@H](N)C(=O)N[C@@H](CCC(=O)O)C(=O)O
**Highest occupied orbital energy**: -8.317 eV
**Energy relative to the best compared isomer or geometry (same formula, charge and spin)**: 6.570 eV
**Charge**: 0
**Spin multiplicity**: 1

Geometry (Å):
H: 0.426 -0.929 1.748
H: -1.005 3.419 0.111
N: 1.410 -0.767 1.177
C: 0.625 1.789 1.449
O: -1.039 -1.449 -0.914
H: -0.546 -3.456 -1.132
C: 1.141 -3.665 0.817
O: 1.444 2.467 2.005
H: 1.485 1.765 -0.512
H: 2.246 -1.203 1.633
H: 0.549 -3.211 1.686
H: -0.466 1.392 2.881
C: 1.473 -2.625 -0.320
H: -0.429 2.949 -1.660
H: 1.575 6.764 -0.835
C: 1.297 -1.094 -0.192
C: 0.677 4.264 -0.394
H: -0.181 -5.348 1.149
H: 0.646 4.696 0.576
H: -1.372 0.861 -0.763
N: -0.423 0.630 -0.639
H: 2.073 -4.172 1.329
H: 2.605 -2.880 -0.567
N: -2.691 -3.180 -0.413
C: -0.119 3.035 -0.543
O: -0.358 0.961 2.019
N: -2.188 -4.848 1.164
H: -1.744 -5.658 1.512
H: 1.999 -0.551 -0.933
C: 0.431 1.652 -0.091
C: -1.866 -4.296 0.069
N: -0.703 -4.533 -0.674
C: 0.477 -4.839 0.287
C: 0.147 5.392 -1.256
H: 1.141 -2.884 -1.242
O: -0.782 5.193 -2.090
H: 1.790 4.132 -0.697
O: 0.819 6.640 -1.399
C: -0.135 -0.714 -0.610
H: -3.341 -2.598 0.352
H: 1.236 -5.593 -0.257
H: -2.057 -2.503 -0.957

Entry 5:
Computed, not measured: the molecule C11H21NO in a non-equilibrium geometry, with ωB97M-V with the def2-TZVPD basis set.

Properties
**SMILES**: CON[C@H]1CCCCC/C(C)=C\1C
**Highest occupied orbital energy**: -8.327 eV
**Energy relative to the best compared isomer or geometry (same formula, charge and spin)**: 5.973 eV
**Charge**: 0
**Spin multiplicity**: 1

Geometry (Å):
H: -0.252 -2.980 -0.848
H: -2.712 0.418 -1.893
C: 0.985 -0.053 0.014
H: 0.551 1.775 -1.150
H: -3.371 1.736 0.092
C: -1.415 -0.793 -0.727
H: 4.255 -0.417 1.509
H: -2.200 -2.769 -0.213
O: 3.334 -1.175 -0.167
C: -0.123 -1.021 -0.397
H: 1.885 1.957 -0.007
C: 0.852 1.540 -0.116
C: -2.472 -1.973 -0.813
C: -1.557 2.533 0.340
H: -1.193 1.075 -1.714
C: 4.422 -0.501 0.401
C: -2.342 1.259 0.093
H: 4.467 0.571 0.044
H: -2.465 -2.421 -1.795
H: 5.465 -1.162 0.304
H: -1.628 3.221 -0.489
H: 2.262 -0.266 -1.648
H: 0.427 3.231 1.126
H: 1.191 -0.316 0.995
N: 2.347 -0.231 -0.665
H: -3.533 -1.619 -0.520
C: 0.232 -2.394 -0.026
H: -0.290 -2.714 0.890
C: -1.874 0.524 -1.150
H: 1.282 -2.508 0.283
H: -2.238 3.182 1.100
H: -2.227 0.686 0.961
H: -0.264 1.594 1.757
C: -0.152 2.294 0.828

Entry 6:
Computed, not measured: a 2-piece molecular cluster, C11H21NO3 overall, with ωB97M-V with the def2-TZVPD basis set.

Properties
**Highest occupied orbital energy**: -3.444 eV
**Energy relative to the best compared isomer or geometry (same formula, charge and spin)**: 7.812 eV
**Charge**: 0
**Spin multiplicity**: 1

Geometry (Å):
C: -1.696 1.158 -0.654
C: 4.005 1.092 -0.389
C: 3.386 1.492 0.965
O: -1.883 -0.265 -0.721
H: 3.387 1.571 -1.159
H: 4.592 0.004 1.977
H: -5.677 0.160 -2.213
H: -3.147 -2.532 -2.129
C: 3.640 0.182 4.337
H: -2.768 -1.780 0.259
H: -2.547 -1.039 -2.461
H: 2.287 1.617 0.868
H: -5.088 0.953 -0.757
C: 2.530 -0.892 -0.666
O: 4.500 0.201 5.164
H: -3.974 -1.556 -3.187
H: -4.899 -1.633 -0.821
H: -3.364 -0.197 0.749
C: -4.785 0.362 -1.618
H: 4.328 -0.588 -1.684
H: -0.625 1.335 -0.585
C: -3.035 -0.784 -0.109
H: -4.110 0.966 -2.225
H: 2.847 -0.583 4.326
H: -2.190 1.578 0.223
C: -4.135 -0.933 -1.158
H: 4.509 -1.022 0.006
N: -3.424 -1.569 -2.328
H: 0.349 -1.114 -0.124
C: 3.934 -0.403 -0.683
H: 3.782 2.450 1.302
O: 3.497 1.102 3.373
H: -2.070 1.643 -1.557
C: 3.611 0.472 2.050
H: 2.846 -0.306 1.993
C: 1.385 -1.140 -0.365

Entry 7:
Computed, not measured: C11H21O2P as an isolated structure in a non-equilibrium geometry, with ωB97M-V with the def2-TZVPD basis set.

Properties
**Highest occupied orbital energy**: -8.174 eV
**Energy relative to the best compared isomer or geometry (same formula, charge and spin)**: 1.060 eV
**Charge**: 0
**Spin multiplicity**: 1

Geometry (Å):
C: -0.103 1.028 0.718
C: -1.360 1.050 -0.259
H: -2.636 2.006 1.315
H: 0.465 -1.424 2.377
H: 1.659 -1.951 -1.561
H: 1.547 0.393 1.485
O: 0.373 3.459 0.874
C: 0.972 0.090 0.553
H: 0.590 -3.022 -0.964
C: -1.066 1.501 -1.642
H: -1.980 3.149 0.193
C: -2.114 -0.258 -0.252
H: -3.300 1.880 -0.326
C: 1.057 -1.438 0.323
C: -2.364 2.093 0.254
H: -1.903 1.858 -2.183
H: -0.867 -2.187 1.340
C: 0.733 -1.996 -1.070
H: -0.606 1.016 1.803
H: 2.693 -1.365 1.632
C: 0.431 2.372 0.475
C: 0.204 -2.023 1.422
P: 2.026 1.125 -0.680
H: 3.185 -1.474 -0.101
H: 1.480 0.995 -1.996
H: -1.414 -0.882 -0.791
O: 3.506 0.953 -0.546
H: -2.335 -0.489 0.821
H: 0.455 -3.152 1.619
H: 2.583 -2.903 0.648
H: -0.090 -1.544 -1.534
H: -3.151 -0.052 -0.724
H: -0.665 0.641 -2.286
H: -0.452 2.332 -1.567
C: 2.448 -1.784 0.632

Entry 8:
Computed, not measured: the molecule C11H22BCl2O9PS in a non-equilibrium geometry, with ωB97M-V with the def2-TZVPD basis set.

Properties
**SMILES**: COB(O)[C@H]1[C@@H]([C@@H](Cl)[C@H](C)Cl)[C@H](C[C@H](C)O)S(=O)(=O)O[C@@H]1P(=O)(O)O
**Highest occupied orbital energy**: -10.351 eV
**Charge**: 0
**Spin multiplicity**: 1

Geometry (Å):
H: 4.044 -0.399 -0.776
C: -2.666 -0.440 -0.408
O: 0.846 2.175 0.468
H: -2.823 2.513 -0.956
C: -0.399 -1.722 1.245
O: 2.355 -2.257 -2.940
C: 1.543 0.035 -1.700
C: 1.768 -1.730 2.671
H: -1.222 0.928 0.325
O: -0.540 2.114 -2.059
O: -5.001 0.131 -0.160
H: -0.818 -1.088 2.020
H: 3.227 0.362 1.328
O: -1.891 0.367 -2.955
O: 0.426 -0.123 -2.558
H: 1.412 -0.741 2.933
H: -2.708 -1.246 -1.131
H: -4.412 2.565 -0.176
Cl: 1.561 -3.547 0.611
C: -3.495 2.001 -0.277
B: 1.547 1.021 0.634
O: 3.474 -0.162 -3.645
C: 0.777 -2.512 1.835
H: -2.867 -0.789 0.598
H: 2.720 -1.592 2.174
C: -1.235 0.113 -0.383
H: -2.991 1.991 0.693
H: 1.986 -2.229 3.606
H: 0.406 2.178 2.525
H: 1.871 1.075 -1.789
O: 2.591 1.062 1.535
H: -0.243 -1.677 -0.849
C: 0.632 2.863 1.713
S: -0.855 0.726 -2.060
Cl: -1.659 -2.996 0.970
C: -0.148 -0.939 -0.052
H: -4.838 -0.210 0.729
H: -0.217 3.530 1.614
P: 2.878 -1.015 -2.432
H: 0.309 -3.214 2.508
H: 2.036 -1.013 0.080
H: 3.555 0.777 -3.402
C: -3.771 0.578 -0.737
H: -3.961 0.572 -1.800
C: 1.254 -0.320 -0.200
H: 1.489 3.468 1.981
O: 4.054 -1.185 -1.352

Entry 9:
Computed, not measured: a 3-piece molecular cluster, C11H22BrN2O3S2 overall in a non-equilibrium geometry, with ωB97M-V with the def2-TZVPD basis set.

Properties
**Highest occupied orbital energy**: -11.248 eV
**Charge**: +1
**Spin multiplicity**: 1

Geometry (Å):
H: -3.335 -0.261 -1.365
H: -3.299 3.148 4.065
H: 2.359 -6.314 -1.027
C: -1.733 4.461 2.084
C: 0.753 0.222 -0.094
H: -3.383 1.523 -1.246
H: -3.027 2.045 2.681
C: 2.944 -3.709 -0.188
H: -4.678 2.554 3.111
H: -0.740 -1.268 -0.419
H: 1.347 -0.790 -1.900
H: -1.063 1.655 -1.197
H: -1.432 5.280 1.433
C: 1.644 -0.142 -1.088
H: 3.979 -3.712 -0.532
H: -1.249 3.538 1.761
C: -0.652 -0.221 -0.128
Br: 4.216 -0.165 -2.221
C: -3.636 2.864 3.068
C: -1.407 0.615 -1.204
H: -1.110 0.712 -3.135
S: 1.847 -4.043 -1.579
H: 0.633 1.318 1.734
N: 2.508 1.506 1.014
N: 3.328 1.130 0.041
C: 2.472 -5.691 -1.915
H: -1.456 4.695 3.112
H: 2.800 -4.464 0.585
H: 1.891 -6.112 -2.733
S: -3.520 4.282 1.969
C: 1.301 1.040 0.923
H: 3.520 -5.630 -2.206
C: 2.915 0.344 -0.930
H: -1.120 0.013 0.826
H: 4.284 1.467 0.070
O: 0.475 -4.183 -1.029
H: 2.696 -2.726 0.212
H: -3.103 0.581 0.201
O: -3.827 3.802 0.596
O: -1.229 0.022 -2.476
C: -2.915 0.614 -0.872

Entry 10:
Computed, not measured: a 10-piece molecular cluster, C11H22Cl18O3S2 overall in a non-equilibrium geometry, with ωB97M-V with the def2-TZVPD basis set.

Properties
**Highest occupied orbital energy**: -8.435 eV
**Charge**: 0
**Spin multiplicity**: 1

Geometry (Å):
Cl: -2.750 -6.159 2.941
Cl: -2.539 -5.679 0.058
Cl: 5.698 0.551 -2.102
H: 6.510 0.264 0.081
Cl: -2.273 2.153 -2.040
C: -1.799 1.178 -0.633
H: 2.207 -0.677 1.422
H: -0.763 -5.050 3.392
H: -1.498 0.280 4.690
C: -3.603 -5.676 1.467
Cl: -1.344 3.805 9.138
Cl: -4.993 0.592 -9.542
H: 0.850 3.217 8.555
Cl: -0.914 -1.297 6.340
H: -0.080 -2.455 4.522
C: 0.328 3.361 9.493
S: 1.811 -1.372 0.347
S: -0.682 -1.704 1.811
H: -3.929 2.212 -8.218
Cl: 3.687 -1.456 -3.559
C: 0.146 -3.162 3.728
Cl: -4.856 3.491 -9.952
H: -1.324 1.826 0.093
Cl: 2.912 -1.099 -6.359
C: 0.055 -4.515 3.862
H: -3.989 -4.674 1.607
Cl: -3.195 0.406 0.126
H: -1.113 0.408 -0.957
C: -0.810 0.277 5.523
H: 0.770 -5.042 4.477
H: 2.036 -0.050 -4.446
H: -5.703 2.310 -8.107
H: 0.120 4.119 -6.010
H: -4.412 -6.375 1.295
C: -4.858 2.176 -8.770
H: 6.735 -1.187 -0.925
H: 2.865 3.296 -1.752
Cl: 1.056 1.857 -2.222
H: 0.204 0.415 5.170
Cl: -1.826 3.251 -6.996
C: -0.273 3.121 -6.158
Cl: 1.167 4.610 10.421
H: -0.437 2.635 -5.206
C: 2.085 2.834 -1.160
Cl: 0.904 2.180 -7.076
H: 1.471 3.591 -0.687
O: 0.113 -1.273 0.418
C: 2.378 -1.052 -4.674
O: -0.757 -0.489 2.572
H: 0.325 2.445 10.070
O: 0.503 -2.645 2.483
Cl: 2.809 1.840 0.101
H: 1.574 -1.766 -4.549
Cl: -1.220 1.606 6.614
C: 6.055 -0.389 -0.653
Cl: 4.616 -1.130 0.077

Entry 11:
Computed, not measured: an isolated ion of composition C11H22ClN4O2 and charge +1 in a non-equilibrium geometry, with ωB97M-V with the def2-TZVPD basis set.

Properties
**SMILES**: CC[C@H](Cl)[C@]1(CCCN)CN(CC(=O)O)C(N)=[NH+]1
**Highest occupied orbital energy**: -12.046 eV
**Energy relative to the best compared isomer or geometry (same formula, charge and spin)**: 3.780 eV
**Charge**: +1
**Spin multiplicity**: 1

Geometry (Å):
C: -2.111 -0.798 1.344
H: -2.475 -1.026 2.413
H: -3.175 -1.090 -1.491
H: -0.328 -2.871 -2.452
C: -3.432 -0.445 0.496
N: -0.820 -1.973 -2.367
N: -3.680 -1.386 -0.651
H: 0.583 4.270 0.619
N: 0.753 -1.384 -0.518
H: -3.359 0.595 0.023
O: 2.928 -3.013 1.130
N: -0.846 0.249 -1.198
H: 3.511 -2.662 1.845
H: 2.498 2.517 -0.401
H: -1.620 -1.779 -2.978
C: -1.056 0.398 1.466
C: 1.066 -0.073 0.108
H: 1.666 -3.110 -1.457
H: 2.969 3.823 0.906
H: -0.238 0.029 2.187
H: 1.629 -0.026 1.091
H: 2.419 -1.433 -1.961
C: 0.752 3.153 0.839
H: 2.611 2.032 1.349
O: 4.019 -1.334 0.003
Cl: -1.850 3.104 -0.109
H: 0.422 3.023 1.932
C: 3.058 -2.122 0.044
H: 1.823 0.414 -0.616
H: -0.599 0.777 -2.046
H: -3.426 -2.350 -0.407
C: -0.349 -1.116 -1.456
C: -0.304 0.788 0.107
H: -4.363 -0.531 1.165
H: -1.490 1.331 1.981
C: 1.952 -2.060 -1.129
C: 2.338 2.915 0.664
H: -1.608 -1.758 0.976
H: 0.281 2.567 -1.248
C: -0.151 2.355 -0.205

Entry 12:
Computed, not measured: a 2-piece molecular cluster, C11H22N2O4P overall in a non-equilibrium geometry, with ωB97M-V with the def2-TZVPD basis set.

Properties
**Highest occupied orbital energy**: -10.838 eV
**Energy relative to the best compared isomer or geometry (same formula, charge and spin)**: 0.000 eV
**Charge**: +1
**Spin multiplicity**: 1

Geometry (Å):
H: -0.947 1.685 -0.289
C: 0.341 -1.254 -0.297
H: -2.442 3.244 1.033
H: -5.070 -0.175 2.135
H: 0.738 1.225 -1.458
H: -0.184 -2.924 1.995
O: 1.153 0.802 0.950
C: -1.213 -1.256 -0.603
H: 1.623 -1.134 1.466
P: 0.782 -3.098 0.003
H: -3.539 -1.757 0.875
C: 0.792 0.281 -2.067
O: 1.197 -0.877 -1.369
C: -2.062 -0.197 0.166
H: -0.166 0.200 -2.641
O: 0.116 -3.660 1.428
C: 2.232 1.134 1.839
H: 2.198 2.974 -3.285
N: 0.272 -4.012 -1.162
H: 3.803 2.548 -3.086
H: 1.987 2.149 2.270
N: 3.001 3.012 -2.650
H: -0.072 -0.711 1.882
H: 2.765 -3.123 0.956
C: 0.720 -0.553 1.096
O: 2.449 -3.212 0.031
H: 3.217 1.268 1.299
H: -0.226 -3.462 -1.866
H: 1.594 0.469 -2.849
C: -3.857 1.656 1.699
H: 2.334 0.440 2.710
C: -4.155 0.211 1.622
H: -1.460 -1.205 -1.703
C: -3.261 -0.676 0.889
H: 3.236 3.989 -2.455
C: -2.681 2.157 0.988
H: 2.764 2.534 -1.773
H: -4.534 2.330 2.279
H: -1.623 -2.259 -0.282
C: -1.822 1.235 0.225